# 1
{
  "formula": "C13H34InN2O2S",
  "method": "ωB97M-V with the def2-TZVPD basis set",
  "total_energy_ev": -37116.86162,
  "orbital_gap_ev": 6.936,
  "total_charge": -1,
  "spin_multiplicity": 1,
  "symbols": ["C", "C", "N", "In", "S", "C", "C", "C", "N", "H", "H", "H", "H", "H", "H", "H", "H", "H", "H", "H", "H", "H", "H", "C", "C", "O", "C", "C", "H", "H", "H", "H", "H", "H", "H", "H", "H", "H", "C", "C", "O", "C", "C", "H", "H", "H", "H", "H", "H", "H", "H", "H", "H"],
  "positions_angstrom": [[4.257, 0.087, -1.340], [3.135, 0.430, -2.334], [2.648, -0.666, -3.150], [1.480, -2.152, -2.214], [1.371, -4.165, -3.679], [-0.547, -1.238, -2.006], [-0.598, -0.373, -0.818], [-0.604, -1.068, 0.529], [-0.615, 0.911, -0.803], [5.231, 0.053, -1.843], [4.321, 0.828, -0.533], [4.073, -0.893, -0.888], [2.287, 0.849, -1.778], [3.499, 1.247, -2.981], [3.396, -1.028, -3.731], [2.108, -2.628, -0.626], [1.765, -5.048, -2.756], [-1.271, -2.055, -1.921], [-0.748, -0.654, -2.911], [-0.333, -2.123, 0.452], [-1.604, -0.981, 0.968], [0.094, -0.573, 1.206], [-0.623, 1.271, -1.760], [-1.531, -2.026, 5.325], [-1.443, -2.822, 4.033], [-0.148, -2.869, 3.472], [0.866, -3.457, 4.261], [0.607, -4.910, 4.623], [-1.168, -1.010, 5.170], [-2.570, -1.977, 5.657], [-0.949, -2.480, 6.129], [-2.053, -2.347, 3.264], [-1.842, -3.833, 4.183], [1.047, -2.866, 5.168], [1.762, -3.383, 3.645], [-0.273, -5.026, 5.258], [1.463, -5.311, 5.167], [0.460, -5.505, 3.721], [-0.946, 4.476, -0.656], [-0.493, 4.610, -2.100], [-1.213, 3.802, -3.016], [-2.612, 3.990, -3.046], [-3.042, 5.399, -3.421], [-0.890, 3.433, -0.338], [-0.297, 5.075, -0.015], [-1.969, 4.829, -0.513], [0.538, 4.272, -2.198], [-0.521, 5.663, -2.413], [-3.064, 3.697, -2.091], [-2.968, 3.282, -3.796], [-2.725, 6.134, -2.680], [-4.131, 5.445, -3.489], [-2.622, 5.684, -4.387]],
  "forces_ev_per_angstrom": [[0.0276, -0.0188, 0.0499], [0.0001, 0.1018, -0.0665], [0.0260, -0.0691, -0.1228], [0.1250, 0.0442, 0.3535], [-0.0565, 0.0141, -0.2626], [-0.2028, 0.1825, -0.1975], [0.0031, 0.0379, 0.1873], [-0.0208, 0.0185, -0.0009], [0.0827, 0.0647, -0.0337], [-0.0928, -0.0735, 0.0315], [0.0425, -0.0222, -0.0915], [-0.0058, 0.1143, -0.0125], [0.0501, -0.0821, -0.0130], [-0.0778, 0.0084, 0.0946], [-0.0079, -0.0149, 0.0243], [-0.0291, -0.0558, -0.0623], [0.0358, 0.0461, 0.1188], [0.1566, -0.0493, 0.0017], [0.0102, -0.1370, 0.0337], [-0.0487, 0.1220, 0.0375], [0.0314, -0.0539, -0.0170], [-0.0598, -0.0583, -0.0473], [-0.0102, -0.0465, 0.0008], [0.0316, 0.0128, -0.0007], [-0.0412, 0.0037, -0.0106], [0.0059, 0.0167, -0.0304], [0.0380, -0.0048, -0.0038], [-0.0233, -0.0048, -0.0229], [0.0055, 0.0003, 0.0045], [-0.0075, 0.0136, -0.0083], [-0.0198, -0.0157, 0.0004], [-0.0159, -0.0100, 0.0104], [0.0330, -0.0027, 0.0119], [-0.0339, -0.0005, 0.0005], [0.0118, -0.0029, 0.0202], [0.0149, 0.0091, 0.0187], [0.0108, -0.0049, -0.0116], [-0.0079, -0.0024, 0.0023], [-0.0399, -0.1372, 0.0116], [0.0413, 0.0236, 0.0336], [0.0237, 0.0320, -0.0526], [-0.0366, -0.0551, 0.0206], [0.0235, 0.0105, -0.0132], [0.0048, 0.0067, 0.0045], [0.0203, -0.0043, -0.0082], [0.0190, 0.0493, 0.0007], [0.0035, 0.0069, 0.0240], [-0.0312, -0.0195, -0.0292], [0.0251, 0.0109, 0.0111], [-0.0206, 0.0040, 0.0086], [-0.0157, -0.0113, 0.0132], [-0.0032, -0.0037, -0.0145], [0.0051, 0.0069, 0.0035]]
}

# 2
{
  "formula": "C2H6O2",
  "method": "ωB97M-V with the def2-TZVPD basis set",
  "total_energy_ev": -6265.10327,
  "de_lowest_kcal_mol": 26.6,
  "smiles": "OCCO",
  "orbital_gap_ev": 10.765,
  "total_charge": 0,
  "spin_multiplicity": 1,
  "symbols": ["O", "C", "C", "O", "H", "H", "H", "H", "H", "H"],
  "positions_angstrom": [[-0.524, -0.609, 1.120], [0.425, -0.611, 0.043], [0.237, 0.774, -0.550], [-1.116, 0.964, -0.904], [-0.471, -1.382, 1.699], [1.460, -0.721, 0.401], [0.200, -1.410, -0.678], [0.529, 1.533, 0.468], [0.870, 0.865, -1.469], [-1.610, 0.597, -0.130]],
  "forces_ev_per_angstrom": [[0.0761, -0.3993, 0.3245], [-0.0473, 0.0235, 0.3490], [0.7042, 1.1545, 2.0998], [-0.0936, -0.3427, 0.7920], [0.1789, 0.1650, -0.4643], [-0.2582, -0.0256, -0.0138], [-0.0329, 0.1958, 0.0980], [-0.4469, -1.7263, -3.3014], [-0.4272, 0.4952, 1.0090], [0.3470, 0.4600, -0.8928]]
}

# 3
{
  "formula": "C19H26N2NiSSbTe",
  "method": "ωB97M-V with the def2-TZVPD basis set",
  "total_energy_ev": -88808.53345,
  "de_lowest_kcal_mol": 0.0,
  "orbital_gap_ev": [7.188, 6.116],
  "total_charge": 1,
  "spin_multiplicity": 3,
  "symbols": ["Ni", "N", "C", "C", "C", "C", "C", "C", "C", "C", "N", "C", "H", "H", "H", "H", "H", "H", "H", "H", "Te", "C", "C", "C", "C", "S", "H", "H", "H", "C", "C", "Sb", "C", "C", "C", "C", "H", "H", "H", "H", "H", "H", "H", "H", "H", "H", "H", "H", "H", "H", "H"],
  "positions_angstrom": [[-0.098, -1.418, -0.132], [1.851, -2.296, -0.267], [2.486, -2.065, 1.010], [3.827, -1.959, 1.202], [4.349, -1.762, 2.507], [3.522, -1.704, 3.590], [2.117, -1.789, 3.404], [1.173, -1.711, 4.458], [-0.162, -1.754, 4.180], [-0.573, -1.833, 2.834], [0.275, -1.915, 1.836], [1.611, -1.932, 2.111], [2.506, -2.166, -1.029], [1.525, -3.259, -0.313], [4.506, -2.056, 0.361], [5.420, -1.682, 2.640], [3.918, -1.582, 4.590], [1.524, -1.613, 5.478], [-0.906, -1.704, 4.962], [-1.625, -1.819, 2.570], [-1.712, -2.726, -1.485], [-3.453, -1.667, -1.170], [-4.630, -1.780, -1.852], [-5.631, -0.877, -1.373], [-5.187, -0.104, -0.345], [-3.575, -0.496, 0.067], [-4.779, -2.473, -2.669], [-6.628, -0.806, -1.783], [-5.730, 0.658, 0.194], [-1.525, 2.670, 0.589], [-0.118, 2.644, -0.012], [0.234, 0.862, -1.100], [2.196, 1.177, -1.854], [2.587, 2.634, -2.110], [-1.023, 1.177, -2.772], [-0.935, 2.540, -3.457], [-1.707, 3.602, 1.126], [-1.682, 1.850, 1.293], [-2.297, 2.585, -0.180], [0.654, 2.699, 0.758], [0.045, 3.479, -0.693], [2.278, 0.572, -2.760], [2.858, 0.727, -1.110], [1.937, 3.115, -2.839], [3.608, 2.702, -2.491], [2.546, 3.224, -1.193], [-2.027, 0.981, -2.387], [-0.795, 0.358, -3.456], [-1.101, 3.366, -2.761], [-1.690, 2.628, -4.240], [0.035, 2.697, -3.928]],
  "forces_ev_per_angstrom": [[-0.1385, -0.7463, 0.1155], [0.0500, -0.0230, 0.2353], [-0.0347, -0.0028, -0.1967], [0.2728, -0.0556, 0.0722], [-0.0249, -0.0240, -0.1086], [-0.1125, -0.0011, -0.0634], [0.0955, 0.0254, 0.3767], [0.1058, 0.0051, 0.0417], [-0.0622, -0.0237, -0.1500], [-0.0305, -0.0264, 0.1409], [-0.0154, 0.3670, 0.0896], [-0.2017, 0.0090, -0.2454], [-0.0480, 0.0999, -0.0369], [0.1216, -0.0685, -0.0334], [-0.0029, 0.0179, 0.0433], [-0.0201, -0.0066, -0.0352], [-0.0099, -0.0088, -0.0367], [-0.0038, -0.0065, -0.0217], [0.0025, 0.0007, 0.0008], [-0.0179, 0.0169, 0.0251], [0.2087, -0.1856, -0.2050], [-0.1589, -0.0613, 0.0143], [-0.2727, 0.1994, -0.0226], [0.2005, -0.1623, -0.1499], [-0.1214, -0.0149, 0.0572], [0.1132, 0.2581, 0.1672], [-0.0044, 0.0377, 0.0260], [0.0373, -0.0084, -0.0013], [0.0281, -0.0500, -0.0071], [0.0432, 0.0565, 0.0120], [-0.0812, 0.1119, 0.1934], [0.0024, 0.2631, 0.0181], [0.2229, 0.0877, -0.0723], [0.0122, -0.0389, 0.0520], [-0.1486, 0.0619, -0.2006], [-0.0051, -0.0494, 0.0240], [0.0436, -0.0016, -0.0166], [0.0454, 0.0011, -0.0159], [0.0439, 0.0013, -0.0211], [-0.0631, 0.0570, 0.0488], [-0.0142, 0.0063, 0.0204], [0.0162, 0.0302, -0.0138], [0.0838, 0.0105, -0.0330], [-0.0156, -0.0307, 0.0082], [-0.0213, -0.0448, 0.0101], [-0.0105, -0.0165, -0.0105], [-0.0570, 0.0246, -0.0690], [-0.0411, 0.0336, -0.0763], [-0.0050, -0.0477, 0.0192], [-0.0010, -0.0426, 0.0182], [-0.0055, -0.0346, 0.0126]]
}

# 4
{
  "formula": "C4H3O2",
  "method": "ωB97M-V with the def2-TZVPD basis set",
  "total_energy_ev": -8280.93236,
  "de_lowest_kcal_mol": 15.8,
  "orbital_gap_ev": 8.423,
  "total_charge": 1,
  "spin_multiplicity": 1,
  "symbols": ["C", "C", "C", "C", "O", "O", "H", "H", "H"],
  "positions_angstrom": [[0.808, 0.103, 0.276], [-0.258, 0.893, 0.228], [0.682, -1.341, -0.184], [-1.567, 0.649, 0.051], [-2.661, 0.719, -0.179], [-0.147, -2.136, 0.165], [1.838, 0.642, 0.270], [-0.020, 2.024, 0.323], [1.323, -1.554, -0.950]],
  "forces_ev_per_angstrom": [[1.7277, -0.1368, -0.9763], [2.7623, 3.3942, 1.0649], [-1.7983, -0.0288, 2.0113], [-2.4033, -0.0097, -0.7144], [0.2108, -0.5070, 0.2666], [0.0295, 0.9491, 0.3084], [-1.8057, -1.2997, 0.3316], [-0.9656, -1.6981, -0.0773], [2.2426, -0.6632, -2.2147]]
}

# 5
{
  "formula": "C3Br3F3",
  "method": "ωB97M-V with the def2-TZVPD basis set",
  "total_energy_ev": -221384.02227,
  "de_lowest_kcal_mol": 66.5,
  "orbital_gap_ev": 6.550,
  "total_charge": 0,
  "spin_multiplicity": 1,
  "symbols": ["C", "C", "C", "F", "F", "F", "Br", "Br", "Br"],
  "positions_angstrom": [[0.429, 0.383, 0.429], [-0.117, -0.839, 3.626], [0.000, 1.245, -0.751], [0.901, 1.372, -1.774], [-0.287, 2.515, -0.351], [-1.112, 0.757, -1.271], [1.680, -0.811, -0.257], [-0.188, 0.777, 4.488], [-1.470, -1.163, 2.591]],
  "forces_ev_per_angstrom": [[0.7687, -0.5280, -0.3983], [2.7528, -0.3670, 1.5278], [0.4431, 1.7606, -1.0988], [-0.5621, 0.1493, 0.6296], [0.4669, -0.8384, 0.1251], [-0.4727, -0.6714, -0.0031], [-0.5291, 0.2476, 0.6597], [-0.1531, 0.8232, 0.3245], [-2.7145, -0.5758, -1.7666]]
}

# 6
{
  "formula": "C6H18N2Si",
  "method": "ωB97M-V with the def2-TZVPD basis set",
  "total_energy_ev": -17369.92385,
  "de_lowest_kcal_mol": 73.9,
  "orbital_gap_ev": 7.302,
  "total_charge": 0,
  "spin_multiplicity": 1,
  "symbols": ["C", "C", "C", "C", "C", "C", "N", "N", "Si", "H", "H", "H", "H", "H", "H", "H", "H", "H", "H", "H", "H", "H", "H", "H", "H", "H", "H"],
  "positions_angstrom": [[-1.037, -0.220, -2.515], [-0.524, -2.230, -0.930], [-2.061, -0.513, -0.294], [0.879, 2.981, 1.415], [0.575, -0.779, 2.026], [-0.892, -0.823, -1.103], [2.613, -0.059, -0.088], [0.407, 1.885, 0.562], [1.001, 0.289, 0.534], [-0.732, 0.781, -2.450], [-0.448, -0.781, -3.184], [-2.127, -0.248, -2.854], [-1.194, -2.917, -1.448], [-0.804, -2.380, 0.126], [0.540, -2.533, -1.185], [-1.752, -0.592, 0.787], [-2.432, 0.488, -0.332], [-3.011, -0.958, -0.674], [0.172, 3.390, 2.026], [1.552, 2.668, 2.183], [1.311, 3.761, 0.835], [1.011, -1.756, 1.843], [0.962, -0.352, 3.029], [-0.613, -1.031, 2.033], [3.102, -0.928, 0.116], [3.438, 0.524, -0.096], [0.063, 2.335, -0.361]],
  "forces_ev_per_angstrom": [[-1.6110, -1.3548, 1.4104], [0.7536, -1.3070, 0.4068], [-1.2079, 0.8013, 1.7034], [1.1207, -1.3576, -0.8189], [-1.7817, 0.3489, 0.9934], [2.2533, 2.5404, -0.1721], [0.5415, -0.1192, 0.6443], [-0.3132, 1.8503, -1.7984], [-1.8280, -1.9755, -2.4330], [0.3719, 1.5051, -0.3891], [0.7742, -0.3823, -1.1252], [1.2234, -0.0635, 0.3511], [-0.2069, -0.1976, -0.4889], [0.8760, -0.7139, -0.1350], [-1.2078, 0.4299, 0.4361], [-1.4016, -0.6552, -0.9676], [0.4869, 1.3837, -0.3152], [0.5120, -1.0006, 0.7417], [-2.7800, 1.2122, 1.1460], [1.1891, -0.6232, 0.1130], [0.6172, 0.6363, -0.3815], [0.3709, -0.1386, 0.1582], [-0.8475, -0.8117, -1.4840], [2.9733, 0.9974, 0.3998], [-1.0208, -0.4555, 0.0894], [-0.5628, 1.1026, -0.1806], [0.7053, -1.6517, 2.0957]]
}